1.
DFT (the ωB97M-V functional and the def2-TZVPD basis) results for a molecular structure, C16H11AsCl3FN2O3ReS4.

Structure (XYZ):
```
42
Properties=species:S:1:pos:R:3:forces:R:3:mulliken_charge:R:1
Re 0.332 -3.364 -1.250 -0.22 -0.26 0.03 1.30
C -3.883 2.649 0.804 -0.01 0.01 0.02 -1.86
C -2.435 2.778 1.237 0.05 -0.09 -0.03 0.49
C -1.814 4.094 0.809 -0.04 0.02 0.01 -0.90
C -0.401 4.211 1.348 0.00 -0.02 -0.01 -0.92
C 0.423 3.027 0.930 0.04 -0.02 -0.01 0.90
C 1.795 3.123 0.839 0.00 -0.03 0.00 -0.63
C 2.566 2.033 0.435 0.03 0.05 0.01 -0.03
F 3.879 2.180 0.368 0.00 -0.01 -0.01 -0.30
C 2.007 0.832 0.098 -0.03 -0.01 0.00 -1.12
C 0.614 0.704 0.180 -0.01 0.05 0.02 0.58
C -0.007 -0.534 -0.174 0.08 -0.18 -0.12 1.90
O 0.752 -1.519 -0.561 0.12 0.42 0.26 -0.55
C -1.403 -0.618 -0.079 -0.03 0.06 0.09 -0.54
C -2.131 0.507 0.370 0.00 -0.05 -0.01 -0.32
N -1.571 1.639 0.693 -0.02 0.04 0.01 0.13
C -0.178 1.796 0.603 -0.07 0.02 0.02 -0.59
C -2.232 -1.761 -0.361 -0.32 0.37 -0.09 0.54
O -3.351 -2.032 -0.293 0.10 -0.02 0.06 -0.32
O -1.341 -2.942 -1.007 0.32 -0.22 0.18 -0.43
H -4.397 3.557 1.115 0.00 -0.01 0.01 0.42
H -4.413 1.824 1.279 0.01 -0.01 0.00 0.54
H -3.976 2.577 -0.282 0.00 0.01 0.00 0.44
H -2.354 2.672 2.322 0.00 0.02 0.00 0.19
H -2.435 4.896 1.204 0.00 0.01 -0.01 0.38
H -1.835 4.177 -0.281 0.02 0.00 0.00 0.34
H -0.422 4.262 2.440 0.01 0.02 0.00 0.35
H 0.080 5.125 1.001 -0.01 0.01 0.00 0.51
H 2.297 4.054 1.073 -0.01 0.00 0.00 0.57
H 2.629 0.013 -0.229 -0.01 0.00 0.00 0.60
H -3.205 0.437 0.460 0.00 0.00 0.00 0.52
S -0.481 -5.773 -5.716 0.00 -0.11 -0.19 0.02
As 0.479 -5.066 -3.966 0.04 -0.10 0.04 0.72
S 0.131 -5.529 -1.811 0.07 -0.13 0.12 -0.08
S 0.804 -2.924 -3.316 0.03 0.31 -0.37 -0.16
S 1.661 -6.141 -5.363 -0.01 -0.07 -0.18 0.00
Cl 4.840 -5.862 0.607 0.02 -0.02 0.00 -0.02
C 4.344 -4.244 1.068 -0.12 0.01 -0.11 0.95
Cl 3.943 -4.121 2.770 -0.01 0.00 0.04 -0.02
Cl 5.487 -3.016 0.550 0.02 0.01 0.00 -0.02
C 3.085 -3.968 0.330 0.09 0.01 0.10 0.03
N 2.114 -3.755 -0.243 -0.11 -0.09 0.12 -0.62
```
Forces are in eV/Å.

For the LUMO energy, the calculation gives -0.443 hartree. As for the frontier orbital gap: 0.190 hartree. The charge is +3.

***

2.
DFT (the ωB97M-V functional and the def2-TZVPD basis) results for a molecular structure, C16H11BrN2PdSSe in a non-equilibrium geometry.

Structure (XYZ):
```
33
Properties=species:S:1:pos:R:3:forces:R:3:mulliken_charge:R:1
Pd 0.729 0.570 -0.229 -1.82 -1.32 0.42 -0.57
Br 0.056 0.426 2.271 -0.48 -0.90 0.38 -0.10
C -0.788 -1.318 2.036 0.18 0.22 0.39 0.23
C -1.225 -1.992 3.141 0.24 0.46 -0.19 -0.59
C -1.885 -3.221 2.977 -0.13 -0.21 -0.24 -0.52
C -2.125 -3.713 1.725 0.03 0.01 0.25 -0.89
C -1.679 -3.028 0.575 0.22 0.39 -0.15 0.83
C -1.942 -3.498 -0.729 0.00 -0.08 -0.25 -0.77
C -1.509 -2.815 -1.831 -0.09 -0.19 0.28 -0.79
C -0.742 -1.646 -1.682 0.36 0.57 0.17 0.10
C -0.454 -1.162 -0.432 0.87 1.15 -0.77 0.25
C -0.947 -1.810 0.723 0.05 0.25 0.19 0.77
H -1.078 -1.585 4.128 0.03 0.07 0.08 0.41
H -2.216 -3.761 3.852 -0.05 -0.02 0.04 0.38
H -2.666 -4.640 1.596 -0.03 -0.07 -0.02 0.38
H -2.497 -4.418 -0.843 -0.09 -0.07 0.01 0.37
H -1.738 -3.172 -2.825 0.00 -0.03 -0.01 0.38
H -0.379 -1.137 -2.572 -0.03 -0.03 0.21 0.41
Se -3.649 1.889 -0.867 -1.28 -0.16 0.08 -0.27
C -1.919 1.933 -0.918 0.92 0.30 -0.13 0.15
N -0.751 2.039 -0.983 0.34 -0.15 0.10 -0.56
S 2.670 0.053 -1.537 0.04 -0.16 0.04 -0.30
C 2.447 1.684 -1.028 1.53 0.07 -1.49 0.03
N 2.113 2.624 -1.983 0.06 0.83 1.17 0.04
C 2.065 3.954 -1.709 -0.11 -1.03 -0.76 -0.21
C 2.392 4.423 -0.478 0.29 -0.33 1.24 -0.56
C 2.759 3.507 0.540 -0.51 0.70 -0.86 -0.25
C 2.809 2.163 0.259 -0.45 -0.60 0.00 -0.29
H 1.820 2.272 -2.887 0.04 -0.04 0.09 0.24
H 1.780 4.595 -2.528 -0.08 0.02 -0.03 0.41
H 2.369 5.480 -0.271 -0.06 0.09 -0.06 0.40
H 3.002 3.866 1.528 0.13 0.05 0.05 0.42
H 3.179 1.439 0.983 -0.14 0.17 -0.24 0.49
```
Forces are in eV/Å.

For the LUMO energy, the calculation gives -0.069 hartree. As for the frontier orbital gap: 0.189 hartree.

***

3.
DFT (the ωB97M-V functional and the def2-TZVPD basis) results for 2 unconnected molecules or ions with the total composition C16H11Cl6O4S in a non-equilibrium geometry.

Structure (XYZ):
```
38
Properties=species:S:1:pos:R:3:forces:R:3:mulliken_charge:R:1
Cl 0.983 -0.686 -0.555 0.46 -1.50 1.03 0.00
C 2.750 -2.316 -2.006 2.73 -0.16 0.89 -0.67
Cl 2.090 -2.108 -3.556 -1.35 0.62 -0.93 -0.22
C 4.058 -1.576 -1.879 -0.15 -1.02 -0.48 0.57
O 4.230 -0.479 -2.416 0.01 -0.14 0.38 -0.77
C 5.186 -2.361 -1.300 -1.78 -0.28 0.42 0.03
Cl 6.700 -1.595 -1.251 0.63 0.35 -0.09 -0.20
C 5.012 -3.654 -0.828 -1.00 0.75 -0.51 0.32
Cl 6.346 -4.509 -0.141 -0.02 -0.06 -0.05 -0.21
C 3.726 -4.278 -0.886 -0.62 1.57 -0.17 -0.10
Cl 3.554 -5.878 -0.321 -0.16 -0.66 0.43 -0.24
C 2.601 -3.565 -1.405 2.00 -0.98 0.01 0.81
Cl 1.107 -4.415 -1.557 -0.26 -0.02 -0.08 -0.23
C -2.983 -0.127 -3.571 0.19 0.41 -0.11 -1.23
C -2.822 -0.597 -2.159 -0.10 -0.05 -0.03 -0.14
O -1.799 0.273 -1.551 -0.19 -1.10 0.71 -0.28
C -1.617 -0.037 -0.250 -2.12 -1.01 0.85 0.49
C -0.222 0.283 0.290 -0.94 3.21 -3.76 -0.01
S -0.363 0.541 2.012 -0.28 -0.98 4.09 0.42
C -1.253 2.106 2.615 -0.65 0.94 -0.78 0.27
C -2.569 2.034 3.116 0.33 -0.14 -0.29 -0.34
C -3.197 3.171 3.664 0.21 -0.03 -0.05 -0.41
C -2.539 4.411 3.735 0.40 -0.89 -0.50 -0.46
C -1.213 4.465 3.266 -0.09 -0.29 0.03 -0.38
C -0.563 3.329 2.734 -0.10 0.03 -0.09 -0.37
O 0.987 0.825 2.530 0.98 0.13 -0.22 -0.64
O -2.520 -0.564 0.423 2.36 1.17 -1.15 -0.59
H -3.618 -0.794 -4.152 0.00 -0.03 0.06 0.38
H -3.409 0.873 -3.572 -0.18 0.11 -0.11 0.31
H -2.005 -0.051 -4.036 0.09 -0.15 -0.21 0.32
H -3.768 -0.560 -1.607 0.40 0.22 0.03 0.29
H -2.468 -1.637 -2.129 0.15 0.32 0.16 0.30
H 0.156 1.198 -0.225 -1.11 0.23 0.79 0.22
H -3.088 1.067 3.075 0.12 0.51 -0.03 0.37
H -4.225 3.090 4.031 0.37 -0.06 -0.12 0.32
H -3.051 5.302 4.126 0.34 -0.50 -0.18 0.36
H -0.685 5.422 3.312 -0.02 -0.40 -0.03 0.33
H 0.492 3.397 2.425 -0.63 -0.10 0.09 0.38
```
Forces are in eV/Å.

For the LUMO energy, the calculation gives 0.074 hartree. As for the frontier orbital gap: 0.216 hartree. The charge is -1.

***

4.
DFT (the ωB97M-V functional and the def2-TZVPD basis) results for a single C16H11F9N2 molecule in a non-equilibrium geometry.

Structure (XYZ):
```
38
Properties=species:S:1:pos:R:3:forces:R:3:mulliken_charge:R:1
F -5.397 -1.321 -1.845 -0.70 -0.94 2.94 -0.26
F -6.380 -2.578 -0.187 0.91 1.69 -0.70 -0.21
F -6.384 -0.343 -0.120 0.87 -1.85 -0.39 -0.23
F -1.724 -3.553 2.086 3.16 -4.58 -1.85 -0.29
F -2.902 -2.229 2.788 -2.54 3.15 1.98 -0.32
F -4.546 -0.670 1.502 0.34 -1.90 -1.12 -0.29
F -3.542 -0.488 -0.392 0.18 -1.36 0.22 -0.28
F -4.351 -3.628 1.101 -1.14 0.45 2.88 -0.29
F -3.115 -3.478 -0.419 1.77 1.94 -1.39 -0.30
N -0.020 0.523 1.694 -0.81 1.73 0.79 -0.61
C 0.521 -0.140 0.744 1.85 -1.02 -0.69 0.22
C -1.104 -0.166 2.092 -0.42 -0.15 0.82 -0.21
C -1.236 -1.331 1.404 -0.11 -1.44 0.36 -0.15
C 1.669 0.463 -0.062 -2.29 1.55 2.30 -0.55
C 1.966 1.782 0.071 0.11 -0.59 -0.53 -0.59
C 5.235 3.668 -1.844 0.04 0.56 0.46 -0.14
C 4.856 4.022 -0.539 0.95 0.01 -0.11 -0.64
C 4.600 2.657 -2.574 -0.11 0.29 1.99 -0.84
C 3.835 3.333 0.083 0.30 1.67 1.64 -0.06
C 3.535 2.070 -1.906 -2.62 -1.37 -0.99 -0.02
C 3.067 2.464 -0.618 0.87 -2.22 -1.79 0.17
N -0.055 -1.411 0.688 -0.44 0.66 -2.82 0.13
C 0.350 -2.367 -0.346 3.13 -1.43 2.76 -0.95
C -5.659 -1.457 -0.451 -0.32 0.56 -1.44 0.56
C -2.268 -2.477 1.652 -0.08 2.55 0.49 0.51
C -4.265 -1.400 0.331 -0.54 2.83 0.27 0.65
C -3.471 -2.728 0.668 -0.28 -1.19 -1.62 0.72
H -1.589 0.123 2.987 -0.92 0.31 0.31 0.52
H 2.201 -0.132 -0.718 1.12 -1.11 -1.18 0.65
H 1.509 2.556 0.682 -0.77 -1.04 0.52 0.46
H 6.040 4.200 -2.304 0.48 0.26 -0.17 0.35
H 5.395 4.768 0.090 -0.22 -0.57 -0.98 0.31
H 5.026 2.326 -3.505 -0.37 -0.04 -0.26 0.40
H 3.666 3.537 1.165 -0.20 -0.15 -0.95 0.34
H 2.840 1.297 -2.425 1.54 1.27 0.73 0.27
H 0.701 -1.790 -1.180 -0.05 -0.23 -0.70 0.32
H -0.333 -3.182 -0.572 -0.34 0.49 -0.03 0.34
H 1.329 -2.919 0.178 -2.33 1.18 -1.75 0.31
```
Forces are in eV/Å.

For the LUMO energy, the calculation gives 0.003 hartree. Its SMILES is Cn1c(C(F)(F)C(F)(F)C(F)(F)C(F)(F)F)cnc1/C=C/c1ccccc1. As for the frontier orbital gap: 0.312 hartree.

***

5.
DFT (the ωB97M-V functional and the def2-TZVPD basis) results for a molecular structure, C16H11NO4STb in a non-equilibrium geometry.

Structure (XYZ):
```
34
Properties=species:S:1:pos:R:3:forces:R:3:lowdin_spin:R:1
O 1.034 2.424 -4.569 1.52 -4.73 3.90 0.00
C 1.296 1.538 -3.858 -1.55 4.66 -3.86 -0.02
Tb 1.419 -0.662 -2.269 0.37 0.70 -0.10 6.12
O 6.179 3.210 -2.127 -2.02 -1.75 -0.24 0.00
C 5.319 2.468 -2.226 1.93 1.67 0.24 0.00
C 2.016 -1.552 -4.609 1.64 -3.08 -7.07 -0.02
O 2.250 -2.013 -5.659 -1.33 2.69 6.05 0.00
C 3.678 -1.683 -1.399 3.94 -2.89 1.97 -0.02
O 4.557 -2.295 -0.976 -3.71 2.75 -1.82 0.00
N 0.844 0.523 -0.660 -0.06 -1.51 -1.13 -0.04
S -0.449 -0.586 -0.388 0.47 2.31 2.43 -0.02
C -0.037 -1.170 1.232 0.45 -1.01 0.36 0.00
C 0.450 -0.273 2.186 0.08 -0.01 0.30 0.00
C 0.828 -0.767 3.443 -0.31 0.43 -0.73 0.00
C 0.723 -2.133 3.715 -0.13 -0.02 -0.36 0.00
C 0.261 -3.024 2.740 -0.09 0.00 -0.10 0.00
C -0.106 -2.549 1.480 -0.15 0.18 -0.44 0.00
C -1.801 0.524 -0.220 -1.41 0.13 -0.67 0.00
C -3.081 0.039 -0.546 0.50 -0.22 0.04 0.00
C -4.178 0.878 -0.370 0.00 -0.15 0.04 0.00
C -3.996 2.179 0.111 0.31 -0.19 -0.08 0.00
C -2.716 2.664 0.390 0.53 -0.41 0.01 0.00
C -1.605 1.833 0.215 0.06 0.21 0.16 0.00
H 0.967 1.264 0.017 -0.18 0.03 0.15 0.00
H 0.559 0.785 1.942 -0.12 -0.26 0.42 0.00
H 1.180 -0.056 4.190 -0.02 -0.31 -0.14 0.00
H 1.016 -2.501 4.689 -0.04 -0.05 0.01 0.00
H 0.170 -4.090 2.951 0.11 0.33 -0.02 0.00
H -0.445 -3.206 0.668 0.05 0.03 0.60 0.00
H -3.168 -0.987 -0.922 -0.31 0.42 0.16 0.00
H -5.176 0.503 -0.601 0.29 0.18 0.06 0.00
H -4.844 2.831 0.261 -0.11 -0.03 -0.03 0.00
H -2.542 3.675 0.759 -0.23 -0.24 -0.15 0.00
H -0.601 2.209 0.410 -0.49 0.16 0.07 0.00
```
Forces are in eV/Å.

For the LUMO energy (spin up / spin down), the calculation gives -0.457 / -0.445 hartree. Its spin multiplicity is 7. Its expectation value of S² is 12.707. As for the frontier orbital gap (spin up / spin down): 0.223 / 0.235 hartree. The charge is +3.

***

6.
DFT (the ωB97M-V functional and the def2-TZVPD basis) results for a molecular structure, C16H12BrI3N4O4Zr.

Structure (XYZ):
```
41
Properties=species:S:1:pos:R:3:forces:R:3:mulliken_charge:R:1
Zr -0.703 0.385 0.731 0.14 0.24 0.03 1.18
I 1.237 2.816 2.705 0.04 0.04 0.01 0.26
C -0.168 1.988 4.047 0.02 -0.03 0.09 -0.81
I -2.053 1.728 3.087 -0.03 -0.04 -0.02 0.27
H -0.313 2.661 4.884 -0.01 0.03 -0.03 0.48
H 0.172 1.007 4.361 0.00 0.00 -0.03 0.36
Br 0.406 -0.083 -2.694 0.00 0.00 0.01 0.01
C 1.747 -0.285 -1.390 0.00 0.00 -0.02 0.01
C 3.061 -0.530 -1.752 -0.01 0.00 -0.01 -0.65
C 3.986 -0.753 -0.745 0.01 0.00 0.01 -0.49
C 3.574 -0.767 0.585 -0.03 0.01 0.00 -0.68
C 2.248 -0.519 0.852 0.09 -0.02 0.01 0.43
N 1.351 -0.241 -0.119 -0.05 0.01 0.00 0.81
C 1.669 -0.594 2.246 0.06 -0.02 0.00 0.21
O 2.333 -0.759 3.220 -0.02 0.01 0.00 -0.52
O 0.336 -0.462 2.226 -0.08 -0.02 0.00 -0.52
H 3.338 -0.556 -2.796 0.01 0.00 0.00 0.50
H 5.021 -0.944 -0.997 0.00 0.00 -0.01 0.48
H 4.248 -0.978 1.404 0.00 0.00 0.00 0.59
O -4.192 -0.331 -1.298 -0.01 0.05 0.01 -0.52
C -3.212 -0.506 -0.651 0.02 -0.06 0.04 0.30
O -2.592 0.448 0.082 -0.11 -0.08 -0.13 -0.58
C -2.463 -1.805 -0.560 -0.05 -0.02 0.00 0.57
C -2.963 -2.981 -1.069 0.00 0.01 0.00 -0.75
C -2.207 -4.136 -0.911 0.01 0.00 0.00 -0.29
C -0.988 -4.062 -0.254 -0.01 0.00 0.00 -0.86
C -0.549 -2.838 0.217 0.00 0.00 -0.01 -0.10
N -1.273 -1.720 0.063 -0.01 -0.07 0.00 0.18
H -3.925 -2.976 -1.563 0.00 0.00 0.00 0.54
H -2.570 -5.083 -1.289 0.00 0.00 0.00 0.47
H -0.379 -4.941 -0.099 0.00 0.00 0.00 0.46
H 0.392 -2.746 0.740 0.00 0.00 0.00 0.43
I 1.232 5.439 -2.708 -0.01 -0.01 0.00 0.24
C 0.091 3.986 -1.809 0.01 0.02 -0.02 -0.90
C -1.274 3.764 -1.956 0.00 0.00 0.02 -0.11
N -1.597 2.723 -1.193 0.03 0.01 -0.03 -0.08
N -0.518 2.236 -0.536 -0.03 -0.04 0.08 0.48
C 0.510 3.012 -0.918 0.01 -0.02 0.01 -0.63
H -2.014 4.283 -2.544 0.00 0.00 0.00 0.51
H -2.500 2.285 -1.056 0.00 0.01 0.01 0.09
H 1.504 2.831 -0.540 0.01 0.01 -0.01 0.63
```
Forces are in eV/Å.

For the LUMO energy, the calculation gives -0.267 hartree. As for the frontier orbital gap: 0.265 hartree. The charge is +2.

***

Summary of energy in Ha
-6337.79910; -6227.27616; -4076.56941; -1624.49463; -2193.50306; -4650.70819
(order as listed above)